The following is a quantum chemistry calculation of a cluster of 2 separate species, C5H12N2 in total in a non-equilibrium geometry, from OMol25.

* molar mass: 100.16 g/mol
* spin multiplicity: 1
* E_LUMO: -1.99 eV
* relative energy (zero: lowest compared OMol25 entry of this formula, charge and spin): 7.1201 eV
* gap between HOMO and LUMO: 5.734 eV
* total charge: 0

Each line ends with the Löwdin charge.
Atoms and positions in Å:
C -1.37930 0.84452 0.05553  -0.266
C -0.59419 0.41017 1.32957  -0.177
C 0.23712 -1.00181 1.32525  -0.181
N 2.65243 0.76419 0.30969  0.095
C 2.33242 -0.32011 -0.26990  -0.386
C 1.01076 -1.11809 0.06153  -0.007
N -2.35132 -0.05547 -0.72439  -0.009
H -0.51128 1.12908 -0.71140  0.083
H -1.94895 1.78639 0.25987  0.110
H -1.34503 0.40560 2.13958  0.106
H 0.14279 1.14273 1.53579  0.069
H 0.86496 -0.84810 2.27438  0.141
H -0.53402 -1.72507 1.53250  0.089
H 0.66364 0.71026 -2.28705  0.029
H 1.36374 0.71251 -2.49600  0.050
H 2.92896 -0.77153 -1.11317  0.093
H 0.88763 -2.00284 -0.59016  0.088
H -2.66770 0.61486 -1.41177  0.050
H -1.75265 -0.67733 -1.21986  0.023